43
Properties=species:S:1:pos:R:3 method="wB97M-V/def2-TZVPD" homo_energy_ev=-8.4 e_above_lowest_kj_mol=1766.1
C -6.76599 -4.33283 0.55356
C -5.74237 -3.70197 -0.25663
O -5.45250 -2.57002 0.50887
C -4.41325 -1.64275 -0.07703
C -4.15100 -0.50057 0.46807
C -3.15813 0.56287 0.26434
C -2.40114 0.45906 -0.84940
C -2.58914 -1.02566 -1.61300
C -3.52508 -1.91268 -1.21152
H -3.79202 -2.72060 -1.82856
H -1.97225 -1.15382 -2.27580
O -1.31923 0.98269 -1.30677
C -0.94762 2.08945 -0.73067
C 0.01584 1.53773 0.59700
C -0.11360 0.81625 1.61197
C 1.15689 0.73126 2.21617
C 1.94329 1.17566 1.13821
C 3.49350 1.10379 1.24221
O 4.05353 0.38069 2.22440
N 4.03790 1.61084 0.20893
C 5.44172 1.57229 -0.30282
C 5.77985 2.30643 -1.32544
C 7.03170 2.28379 -1.72956
C 8.00833 1.96630 -0.84054
N 7.78980 1.01893 0.21690
C 6.35646 1.14872 0.57352
H 6.19683 0.83870 1.36621
H 9.04204 1.76950 -1.09164
H 7.33731 2.85611 -2.77950
H 4.84813 2.60295 -2.13979
H 3.39864 1.78663 -0.50740
O 1.40665 1.57226 0.13882
H 1.35337 0.06985 3.13063
H -1.08417 0.73091 2.04254
H -0.35589 2.79042 -1.26043
H -1.73014 2.60086 0.15802
H -3.02684 1.20013 0.82194
H -4.79881 -0.08189 1.73960
H -5.90425 -3.43627 -1.22735
H -4.58472 -4.22471 -0.13648
H -7.06399 -5.17758 0.02657
H -7.50815 -3.56523 0.73992
H -6.29152 -4.51851 1.50193

45
Properties=species:S:1:pos:R:3 method="wB97M-V/def2-TZVPD" homo_energy_ev=-7.8 e_above_lowest_kj_mol=590.6
C -2.34473 -1.24717 1.88552
N -2.48697 -0.48585 0.67718
C -1.77033 -0.69864 -0.45269
C -0.96273 -1.75516 -0.73914
C -0.86751 -3.01394 -0.05774
O -1.76355 -3.60742 0.51649
C 0.52053 -3.68096 -0.15647
O 1.56515 -2.74984 -0.42792
C 1.71498 -1.76760 0.46270
O 1.11869 -1.66917 1.50195
C 2.72414 -0.79733 -0.01988
C 3.53212 -0.83228 -1.13862
C 4.28044 0.35325 -1.11827
C 3.86607 1.02239 0.01238
N 4.27943 2.28592 0.51900
O 5.14227 2.85697 -0.11620
O 3.74846 2.69504 1.52395
O 2.93089 0.32919 0.67212
C -1.92180 0.49623 -1.38360
C -2.46915 0.07010 -2.74770
C -0.58726 1.23647 -1.53867
C -2.91257 1.33805 -0.62446
C -3.49747 2.54074 -0.94533
C -4.39198 3.10668 -0.04452
C -4.68292 2.47106 1.15052
C -4.09332 1.26082 1.48661
C -3.20135 0.70298 0.58755
H -2.77936 -2.24475 1.77813
H -1.28232 -1.37315 2.11044
H -2.82432 -0.71862 2.70450
H -0.30771 -1.64718 -1.59266
H 0.54356 -4.39758 -0.97937
H 0.70648 -4.20106 0.78818
H 3.57063 -1.61783 -1.86422
H 5.01814 0.68932 -1.81753
H -3.42058 -0.44254 -2.62688
H -1.77486 -0.60206 -3.24546
H -2.62227 0.94344 -3.37678
H 0.13727 0.61459 -2.06025
H -0.73432 2.15100 -2.10792
H -0.18545 1.49753 -0.56156
H -3.27215 3.03627 -1.87770
H -4.86513 4.04751 -0.28019
H -5.38318 2.92254 1.83716
H -4.34002 0.77899 2.41961

40
Properties=species:S:1:pos:R:3 method="wB97M-V/def2-TZVPD" homo_energy_ev="-10.0 / -11.9" total_charge=+1 spin_multiplicity=4
C 2.77423 2.49326 -1.99670
C 2.25543 1.16770 -2.54172
C 0.82879 1.18889 -2.38507
H 2.80063 0.60256 -3.29377
C 0.53437 2.12879 -1.31188
C 1.79199 2.64344 -0.84469
H 1.90503 3.40971 -0.08833
H 2.54017 3.28698 -2.73266
H 0.12277 0.61273 -2.95458
H -0.45636 2.37827 -0.93909
C 2.60185 -1.38968 0.41955
C 3.61960 -0.46835 -0.02622
C 3.48147 0.74760 0.74089
H 4.38852 -0.68625 -0.75774
C 2.37853 0.57552 1.65601
C 1.82952 -0.74340 1.45974
H 0.98243 -1.15408 1.98550
H 2.41263 -2.37977 0.02208
H 4.15998 1.58944 0.72281
H 2.03261 1.27642 2.40373
Re 1.69236 0.39704 -0.36911
O 0.03287 -0.43124 -0.29716
C -1.15104 -0.97200 -0.89032
C -2.39981 -0.37350 -0.34536
H -1.05388 -0.78970 -1.98127
H -1.11871 -2.04902 -0.63272
H -2.66952 0.61819 -0.70652
H -4.76898 0.49285 0.44819
C -4.46969 -0.43314 0.94943
C -3.16507 -0.96005 0.65275
C -2.71615 -2.08826 1.44598
H -1.66996 -2.39899 1.36011
C -3.60394 -2.75861 2.27253
H -3.28088 -3.67063 2.78046
C -4.92211 -2.30243 2.41951
H -5.62117 -2.87385 3.02625
C -5.33942 -1.12554 1.77611
H -6.36891 -0.77939 1.88333
N 5.38521 2.64790 -1.60401
C 4.22463 2.57058 -1.72606

43
Properties=species:S:1:pos:R:3 method="wB97M-V/def2-TZVPD" homo_energy_ev=-11.2 total_charge=+1
Pb -1.97227 1.63276 0.02630
C 0.95962 3.31175 -3.14011
C 2.19585 3.05586 -2.56739
C 2.26885 2.38203 -1.36129
C 1.10891 1.93973 -0.71680
C -0.15198 2.21853 -1.28027
C -0.19661 2.90722 -2.48588
C 1.18041 1.16726 0.53928
C 2.41099 0.81551 1.14761
C 2.43131 0.05002 2.27346
C 1.21939 -0.38092 2.85755
C 1.16165 -1.17223 4.02351
C -0.04315 -1.52876 4.56116
C -1.23826 -1.11886 3.94134
C -1.21143 -0.36909 2.79738
C 0.01878 0.02609 2.22785
N 0.03613 0.77239 1.08413
H 0.88952 3.83560 -4.08429
H 3.10135 3.38266 -3.06022
H 3.24261 2.21695 -0.92272
H -1.15719 3.13938 -2.93159
H 3.34348 1.14846 0.72205
H 3.36857 -0.23358 2.73537
H 2.09108 -1.48227 4.48387
H -0.08607 -2.12198 5.46379
H -2.18740 -1.39909 4.37755
H -2.13305 -0.06365 2.31784
C -1.99497 -3.38267 -2.70741
As -1.29736 -1.89712 -1.68835
C 0.24820 -1.26875 -2.67349
C -0.71724 -2.68663 -0.01571
S -2.87092 -0.48892 -1.47451
H -1.21908 -4.14214 -2.80186
H -2.29805 -3.03794 -3.69427
H -2.86131 -3.80191 -2.19930
H 0.99673 -2.05894 -2.71579
H 0.66693 -0.37995 -2.20390
H -0.07798 -1.01924 -3.68209
H -0.13172 -3.58231 -0.21921
H -1.60433 -2.95810 0.55436
H -0.12071 -1.98376 0.55938
O -4.10572 4.50100 1.26265
C -3.26355 4.05560 0.67000

43
Properties=species:S:1:pos:R:3 method="wB97M-V/def2-TZVPD" homo_energy_ev="-14.7 / -14.8" e_above_lowest_kj_mol=0.0 total_charge=+2 spin_multiplicity=2
Re -0.69059 -0.45943 1.00370
Br -0.52654 1.87206 0.04053
C -2.17698 1.67861 -0.94093
C -2.51989 2.59898 -1.88784
C -3.79230 2.49273 -2.47983
C -4.65533 1.50208 -2.09066
C -4.27999 0.55295 -1.11149
C -5.16680 -0.46318 -0.67816
C -4.80180 -1.38257 0.27905
C -3.51692 -1.34574 0.82147
C -2.59274 -0.36224 0.44891
C -2.99658 0.62182 -0.52310
H -1.84877 3.39854 -2.17184
H -4.08446 3.21362 -3.23025
H -5.64400 1.44027 -2.52692
H -6.15585 -0.50590 -1.11823
H -5.49877 -2.14577 0.59547
H -3.23426 -2.11207 1.53484
C -0.12128 -0.29431 3.25452
Si 0.61510 -2.09350 2.91972
C -0.32233 -3.30963 3.93629
C 2.43814 -2.06987 3.14497
N 0.07074 -2.15419 1.22849
C 0.24124 -3.04448 0.14927
C 0.64267 -4.37090 0.20915
C 0.77467 -5.08236 -0.97690
C 0.52595 -4.48705 -2.20801
C 0.13467 -3.15171 -2.29141
C 0.00456 -2.50568 -1.09844
F -0.36033 -1.13221 -1.04570
H -0.56012 -0.50450 4.23774
H -1.06292 0.20993 2.84534
H 0.59290 0.51451 3.40352
H -0.17234 -3.11115 5.00025
H 0.02929 -4.32588 3.74692
H -1.39324 -3.27456 3.72951
H 2.69171 -1.90614 4.19495
H 2.92474 -1.29589 2.55031
H 2.86149 -3.03632 2.85990
H 0.84176 -4.84283 1.16289
H 1.08099 -6.11838 -0.94118
H 0.64105 -5.05993 -3.11715
H -0.05176 -2.65633 -3.23389

46
Properties=species:S:1:pos:R:3 method="wB97M-V/def2-TZVPD" homo_energy_ev=-8.5 e_above_lowest_kj_mol=1.7 smiles="Cc1nc(O)[nH]c1C(=O)N1C[C@@H]2C[C@H]1CN2C(=O)/C=C/c1cccc(Br)c1"
C -0.29862 -2.72790 0.13904
C -0.75186 -1.32879 0.34984
N -2.09484 -1.03058 0.44812
C -2.14284 0.25932 0.63311
O -3.24714 1.00303 0.75863
N -0.93385 0.83718 0.69435
C -0.00339 -0.19076 0.49062
C 1.44895 -0.00897 0.44561
O 2.18187 -0.79811 -0.13267
N 1.96004 1.11482 1.05699
C 1.39986 1.72494 2.28727
C 2.69039 2.10871 3.01583
C 3.55577 2.58693 1.84930
C 3.42622 1.25614 1.11035
C 3.96174 0.27435 2.15770
N 3.37493 0.86422 3.37388
C 3.15607 0.26710 4.57305
O 2.44556 0.78560 5.42369
C 3.84817 -1.03369 4.78934
C 3.63710 -1.71059 5.91332
C 4.23671 -3.00956 6.25044
C 3.53630 -3.89446 7.06754
C 4.05628 -5.14444 7.36164
C 5.28945 -5.52830 6.85725
C 5.98842 -4.63818 6.05810
Br 7.68554 -5.13764 5.37910
C 5.48150 -3.39042 5.75054
H 0.78406 -2.79806 0.18743
H -0.75036 -3.38005 0.88729
H -0.62444 -3.07799 -0.84187
H -3.99896 0.40255 0.67347
H -0.75951 1.82565 0.72610
H 0.80168 2.61462 2.06798
H 0.80011 1.01826 2.85914
H 2.55839 2.75341 3.87698
H 3.12075 3.42290 1.30456
H 4.57869 2.81431 2.14360
H 3.87401 1.16295 0.12754
H 3.60600 -0.73595 1.96786
H 5.05510 0.27726 2.18785
H 4.50679 -1.41447 4.01858
H 2.92935 -1.28824 6.62043
H 2.57372 -3.59883 7.46580
H 3.50114 -5.82761 7.99074
H 5.70755 -6.49830 7.08637
H 6.05954 -2.70793 5.14260

48
Properties=species:S:1:pos:R:3 method="wB97M-V/def2-TZVPD" homo_energy_ev=-7.7 e_above_lowest_kj_mol=1667.8
C 0.90441 -3.87058 -0.35469
H -0.09749 -3.55242 0.06467
O 1.64974 -2.73954 -0.44702
C 1.39596 -1.71123 -1.15330
C 2.41208 -0.84392 -1.45380
C 2.22749 0.39106 -1.86032
C 1.07299 0.66961 -2.31148
C -0.21859 -0.36020 -2.27740
C 0.06901 -1.58043 -1.61943
H -0.63440 -2.20018 -1.57546
H -1.23230 -0.12858 -2.44209
C 0.41155 1.88190 -2.95891
N -0.54616 2.59755 -2.55130
C -0.52651 3.87172 -1.62370
O 0.43325 4.45775 -1.78638
C -1.64773 4.22058 -0.88830
C -1.74390 3.67359 0.33009
H -2.61668 4.07900 0.99651
H -1.11744 3.83813 1.00080
S -2.27496 1.88979 0.54194
O -2.65873 1.33970 -0.95880
O -3.33621 1.69119 1.57704
C -1.04809 0.79981 1.16400
C -1.42295 -0.41556 1.65233
C -0.96959 -1.52984 1.95782
C 0.65356 -1.14247 1.99498
C 1.33117 -0.01872 1.45163
C 0.21460 1.02524 1.17321
Cl 1.20210 2.42005 0.60837
H 2.33555 0.23197 1.61013
N 1.41296 -2.23879 2.49116
C 1.00172 -3.49261 2.89793
O 1.75345 -4.29749 3.26435
C -0.35473 -3.42869 3.18172
H -0.76712 -4.43747 3.22240
O -1.34207 -2.55233 2.50574
H -0.68871 -3.03431 4.18569
H 2.68169 -2.05315 2.41574
H -2.60013 -0.60775 1.49832
H -1.76210 5.27810 -0.69041
H -2.49583 4.05719 -1.55037
H -1.27080 2.08364 -1.92250
H 0.33446 1.76764 -4.03520
H 1.50058 2.64255 -3.02171
H 2.83023 1.05414 -1.90281
H 3.38035 -0.86074 -0.96152
H 1.45183 -4.66756 0.08325
H 0.71250 -4.19739 -1.52297

56
Properties=species:S:1:pos:R:3 method="wB97M-V/def2-TZVPD" homo_energy_ev=-15.0 e_above_lowest_kj_mol=169.8 total_charge=+2
Pd 0.22453 0.00087 -0.44688
C -4.79978 -2.00736 -0.28086
N -3.37157 -1.88298 -0.60091
C -2.71227 -2.62505 -1.54575
C -1.42619 -2.18871 -1.58515
N -1.32688 -1.19573 -0.64200
C -2.51680 -0.99487 -0.07624
P -2.90084 0.31234 1.13687
C -1.32142 0.26467 2.06105
N -0.10954 0.27310 1.50934
C 0.82869 0.50767 2.47535
C 0.15288 0.62089 3.65375
N -1.17612 0.46813 3.38240
C -2.25166 0.55392 4.37880
C -2.40837 1.67909 0.03204
N -1.19215 1.80321 -0.50987
C -1.21505 2.95232 -1.24224
C -2.44774 3.53179 -1.12603
N -3.18994 2.71916 -0.32302
C -4.58047 2.95785 0.06536
H -5.15222 -2.95015 -0.68785
H -5.35339 -1.18861 -0.73401
H -4.93436 -2.01331 0.79716
H -3.20530 -3.39989 -2.10703
H -0.59535 -2.49578 -2.19511
H 1.88017 0.57486 2.26140
H 0.51325 0.80300 4.65160
H -1.79937 0.48005 5.36288
H -2.94478 -0.27124 4.24170
H -2.76747 1.50695 4.28843
H -0.35765 3.29765 -1.78785
H -2.85256 4.43692 -1.54456
H -4.84973 3.96205 -0.24700
H -4.68582 2.88706 1.14521
H -5.23837 2.24581 -0.42797
O 4.44360 1.84831 0.49265
S 4.07920 1.02017 -0.60382
O 3.94743 1.50925 -1.92717
N 2.58397 0.25279 -0.14253
C 2.75980 -1.02080 -0.07971
S 1.25602 -1.85018 0.15445
C 4.09860 -1.56111 -0.29512
C 4.55296 -2.86821 -0.27211
C 5.89692 -3.08852 -0.54956
C 6.74771 -2.03006 -0.84789
C 6.28901 -0.71377 -0.87610
C 4.95988 -0.51254 -0.58644
H 3.89384 -3.69760 -0.04928
H 6.28567 -4.09710 -0.53912
H 7.78695 -2.23132 -1.06964
H 6.94767 0.10918 -1.11766
O 1.03301 -0.57277 -2.27245
Cl 0.70210 0.73124 -3.08543
O 1.17545 1.74044 -2.18984
O 1.35868 0.69555 -4.31577
O -0.71481 0.71140 -3.16049

46
Properties=species:S:1:pos:R:3 method="wB97M-V/def2-TZVPD" homo_energy_ev="-12.0 / -12.1" total_charge=+1 spin_multiplicity=6
Fe -0.15413 -1.33014 -1.10138
S 1.84521 -2.14393 -3.11254
C 1.57582 -0.49554 -3.15838
N 0.49559 0.03535 -2.58765
C 0.42776 1.38036 -2.75384
C -0.60081 2.22108 -2.28933
C -0.50359 3.55972 -2.54475
C 0.60109 4.09238 -3.25181
C 1.61400 3.29085 -3.71950
C 1.52253 1.91843 -3.47337
S 2.60027 0.66336 -3.93158
H -1.43996 1.79669 -1.75535
H -1.28504 4.22757 -2.20913
H 0.64899 5.15832 -3.42928
H 2.45205 3.70658 -4.26122
C 1.05572 -4.00811 2.07109
C 1.10008 -3.49792 0.64712
C 1.61418 -4.54801 -0.31800
O -0.24573 -3.11816 0.21180
C 1.98851 -2.25860 0.56257
O 3.08105 -2.26075 1.06850
O 1.45495 -1.24971 -0.08249
H 0.41502 -4.88851 2.14581
H 0.69330 -3.23636 2.75672
H 2.06277 -4.27484 2.38297
H 1.07815 -5.48715 -0.17921
H 2.67541 -4.71336 -0.13965
H 1.47382 -4.22748 -1.34920
H -0.78515 -2.97857 1.00058
C -3.76772 0.29098 0.68294
C -2.27231 0.30750 0.63620
O -1.71230 -0.39371 -0.22000
C -1.50938 1.12090 1.59233
C -2.17102 1.83591 2.59575
C -1.44685 2.54761 3.53414
C -0.05876 2.55511 3.47757
C 0.60930 1.86641 2.47138
C -0.11056 1.15288 1.53283
H -4.15631 -0.34823 -0.10383
H -4.16412 1.30057 0.56787
H -4.10153 -0.08264 1.65291
H -3.25161 1.83766 2.65204
H -1.96297 3.09278 4.31278
H 0.50591 3.09723 4.22472
H 1.69008 1.87807 2.42464
H 0.41830 0.60741 0.76628

45
Properties=species:S:1:pos:R:3 method="wB97M-V/def2-TZVPD" homo_energy_ev=-7.9 e_above_lowest_kj_mol=26.0
Pt -0.55348 0.45551 0.30424
N 2.22227 -0.12808 0.05318
C 2.75526 -0.07565 1.34616
C 4.12457 -0.28178 1.54052
C 4.68239 -0.30269 2.80087
C 3.87174 -0.12002 3.91414
C 2.51811 0.06904 3.72806
C 1.93759 0.10462 2.45764
P 0.12859 0.28802 2.32424
C -0.55658 -1.13136 3.20265
C 0.12760 -2.34215 3.20844
C -0.44359 -3.45376 3.80319
C -1.70153 -3.36216 4.37684
C -2.39476 -2.16256 4.35393
C -1.82848 -1.04931 3.76239
C -0.38989 1.72090 3.32897
C -0.89878 2.85780 2.72904
C -1.24669 3.96313 3.48764
C -1.10604 3.93997 4.86273
C -0.63464 2.79169 5.48248
C -0.28570 1.69260 4.72136
H 2.85585 -0.59758 -0.58320
H 1.93040 0.76622 -0.33176
H 4.74670 -0.43116 0.67095
H 5.74329 -0.46125 2.91636
H 4.28581 -0.13386 4.90966
H 1.89920 0.16606 4.59825
H 1.10729 -2.41564 2.75844
H 0.09090 -4.39102 3.81062
H -2.14837 -4.23139 4.83630
H -3.38044 -2.09430 4.78501
H -2.37916 -0.12066 3.73213
H -1.03969 2.88384 1.65076
H -1.63671 4.84062 2.99424
H -1.37648 4.80156 5.45271
H -0.54990 2.74524 6.55688
H 0.03018 0.79702 5.22984
O -4.42126 -1.49768 1.36144
S -3.71280 -0.64950 0.40982
N -2.24265 -0.59149 0.39084
C 0.45662 3.16064 -0.39121
O 0.67387 1.79066 -0.51579
H 1.01544 3.66392 -1.18869
H 0.81937 3.54980 0.56758
H -0.59993 3.43100 -0.49849

45
Properties=species:S:1:pos:R:3 method="wB97M-V/def2-TZVPD" homo_energy_ev="-10.5 / -10.8" total_charge=+1 spin_multiplicity=3
Pt -0.05062 0.18806 -0.08015
C 3.24032 0.01270 -1.13995
O 2.26656 -0.20795 -0.12773
C 2.49463 -1.18740 0.81019
C 3.65950 -1.93718 0.87102
C 3.77492 -2.97798 1.78210
C 2.74337 -3.26014 2.66386
C 1.60909 -2.47398 2.66759
C 1.45306 -1.43688 1.74145
N 0.32452 -0.62524 1.74489
N -0.65159 -0.93694 2.51477
C -1.86865 -0.42366 2.58030
C -2.49203 0.33871 1.50599
O -1.85167 0.86080 0.52245
C -3.89589 0.53852 1.56439
C -4.63512 0.21892 2.65894
C -4.02849 -0.37250 3.79824
C -4.75553 -0.60117 4.97470
C -4.13859 -1.11143 6.09293
C -2.78767 -1.46584 6.04579
C -2.06353 -1.29128 4.88932
C -2.65392 -0.71656 3.74927
H 4.14596 0.45218 -0.71325
H 2.79827 0.70950 -1.85102
H 3.48857 -0.91850 -1.65415
H 4.48702 -1.73019 0.21094
H 4.68485 -3.55667 1.79896
H 2.82925 -4.08886 3.34761
H 0.81194 -2.63876 3.37380
H -4.33325 1.04404 0.71900
H -5.68950 0.44583 2.68765
H -5.80362 -0.34297 4.99330
H -4.69665 -1.23783 7.00768
H -2.30924 -1.86652 6.92690
H -1.02162 -1.57221 4.83697
C -2.28222 -2.34120 -2.62684
S -0.74444 -2.20103 -1.65825
C 0.26128 -3.42363 -2.57019
O -0.13890 -0.88282 -2.08048
H -2.07413 -2.28538 -3.68911
H -2.92743 -1.51845 -2.33425
H -2.75665 -3.28243 -2.37040
H -0.09139 -4.41974 -2.32484
H 1.28641 -3.30786 -2.23108
H 0.20082 -3.23515 -3.63649

Electronic energy list, top to bottom, in Ha: -1144.68815, -1295.66878, -942.67233, -3692.03351, -3831.20075, -3754.23131, -2154.14250, -3295.09079, -3151.05606, -1854.21415, -1587.79425